The following is a quantum chemistry calculation of a molecular structure, C26H42AsO8Si3Sn, from the Open Molecules 2025 dataset.

Geometry as XYZ:
```
81
Properties=species:S:1:pos:R:3:forces:R:3:lowdin_charge:R:1
Sn -0.803686 0.583961 0.614138 -0.399 -0.001 -0.170 1.42
O -4.090179 -0.631872 0.753435 -0.149 -0.047 0.105 0.13
C -3.511577 -0.000793 -0.088128 -0.034 -0.054 -0.130 -0.60
O -2.763350 1.072579 0.166763 0.282 -0.015 0.236 -0.29
C -3.507830 -0.442727 -1.544275 -0.067 -0.024 0.026 -0.09
C -2.946948 0.615225 -2.488338 -0.115 0.180 0.016 -0.26
C -3.163779 0.209402 -3.948903 -0.053 0.088 -0.016 -0.08
C -2.081800 -0.875472 -4.135626 0.013 -0.084 0.010 -0.08
C -1.484243 -0.938533 -2.731609 0.102 -0.157 -0.017 -0.24
O -1.523026 0.442433 -2.310481 0.109 0.115 -0.002 -0.17
C -2.498377 -1.615529 -1.781538 0.000 -0.127 -0.015 -0.07
C -1.794410 -2.186446 -0.557380 -0.044 -0.046 -0.171 -0.54
O -1.847988 -3.355643 -0.281395 -0.092 -0.005 0.000 0.12
O -1.002123 -1.348996 0.100498 0.088 0.235 0.266 -0.25
H -4.522254 -0.746069 -1.797046 0.017 -0.041 -0.012 0.17
H -3.229756 1.632395 -2.230490 0.010 -0.004 -0.007 0.15
H -3.001120 1.053429 -4.618151 -0.018 0.023 -0.010 0.10
H -4.173483 -0.157825 -4.121473 -0.027 0.000 0.014 0.12
H -1.331810 -0.576679 -4.867296 0.036 0.005 0.001 0.11
H -2.490168 -1.835395 -4.443456 0.021 -0.027 -0.039 0.12
H -0.464641 -1.303984 -2.661160 0.066 -0.063 0.023 0.14
H -2.987538 -2.459736 -2.265551 0.013 0.057 0.035 0.16
C 0.883206 -4.258069 -1.558316 -0.047 -0.051 -0.031 0.00
C 1.483652 -3.002001 -0.996401 -0.050 0.142 -0.292 -0.35
O 1.575193 -1.996313 -1.683206 0.081 -0.005 0.090 0.05
C 1.926933 -3.019251 0.423742 0.011 0.078 0.158 -0.07
C 2.179060 -4.229341 1.068879 -0.042 0.018 0.023 0.00
C 2.541940 -4.277692 2.403709 -0.010 0.026 0.017 -0.05
C 2.632199 -3.106322 3.136563 0.010 0.011 -0.026 -0.04
C 2.381646 -1.887534 2.523742 0.021 -0.031 -0.056 0.02
C 2.054463 -1.856945 1.185533 0.113 0.024 0.118 -0.19
O 1.758589 -0.593125 0.644009 -0.244 -0.056 -0.276 -0.16
H 0.597999 -4.079252 -2.593079 -0.005 -0.005 0.036 0.09
H 0.006905 -4.538997 -0.969407 0.062 0.012 -0.049 0.09
H 1.589682 -5.086389 -1.523305 0.061 -0.008 -0.039 0.09
H 2.083330 -5.155597 0.521152 -0.003 0.019 -0.005 0.11
H 2.735273 -5.231130 2.872495 0.015 -0.031 0.025 0.11
H 2.899944 -3.134853 4.182630 0.001 -0.004 0.050 0.11
H 2.440310 -0.958870 3.073071 0.022 0.041 0.027 0.12
O 3.821651 -0.347968 -0.196424 -0.200 0.031 -0.198 0.07
C 2.675663 -0.029649 -0.178880 -0.032 -0.203 0.288 -0.76
C -1.220704 3.903805 -1.448173 0.010 0.143 -0.170 -0.17
Si -0.022326 3.881230 -2.836977 0.050 -0.483 0.341 0.81
C 1.195264 5.242067 -3.009911 0.005 -0.158 0.053 -0.15
C -0.346402 2.753769 -4.234207 0.046 0.067 0.020 -0.16
As 1.927220 1.508572 -1.242569 0.686 0.276 -0.089 1.01
Si 2.973459 3.086023 0.264813 0.134 0.146 0.152 0.36
C 1.556147 3.989454 1.108680 0.023 -0.141 -0.047 -0.22
C 3.953758 2.169786 1.565333 -0.087 -0.007 -0.113 -0.19
C 4.062827 4.387410 -0.548308 -0.102 -0.177 0.047 -0.20
Si 3.376899 1.099885 -3.131939 -0.112 0.031 -0.376 0.39
C 4.875687 0.029153 -2.862437 -0.147 0.145 0.112 -0.20
C 2.236701 0.212269 -4.345055 0.152 0.037 0.188 -0.21
C 3.873490 2.790895 -3.828475 -0.112 -0.156 0.093 -0.21
H -2.227874 3.996378 -1.864446 -0.057 0.023 -0.004 0.06
H -1.053846 4.718649 -0.747046 0.026 0.009 0.013 0.05
H -1.200984 2.952788 -0.915036 -0.034 -0.012 -0.052 -0.02
H 0.635108 6.137955 -3.301602 -0.051 0.025 -0.012 0.06
H 1.940897 5.036318 -3.775658 -0.031 0.017 -0.017 0.04
H 1.690947 5.469851 -2.066610 -0.034 0.009 0.024 0.02
H -1.192224 3.151565 -4.805939 -0.034 0.036 -0.028 0.06
H -0.640786 1.781098 -3.831760 -0.028 0.020 0.010 0.01
H 0.504803 2.650915 -4.904587 0.028 0.021 -0.008 0.05
H 0.826381 3.310374 1.555648 0.044 0.003 -0.023 0.00
H 1.024588 4.657062 0.429565 -0.024 0.036 -0.053 0.00
H 1.962692 4.605303 1.912937 0.027 0.048 0.030 0.04
H 3.303077 1.544730 2.178879 -0.013 -0.028 0.028 0.03
H 4.425429 2.906150 2.218212 -0.009 0.045 0.043 0.05
H 4.729262 1.532107 1.146278 0.040 0.017 -0.030 0.04
H 3.484826 5.234466 -0.914633 -0.004 0.041 -0.071 0.01
H 4.691850 4.020010 -1.353596 0.062 -0.076 -0.052 0.02
H 4.728020 4.771851 0.226484 0.013 0.040 0.072 0.04
H 4.579893 -0.963655 -2.533006 -0.001 -0.060 -0.002 0.03
H 5.580581 0.428463 -2.137539 0.035 0.048 0.021 0.04
H 5.372096 -0.054720 -3.831951 0.039 0.001 -0.063 0.05
H 1.183668 0.397896 -4.153833 -0.129 0.070 -0.001 -0.01
H 2.382967 -0.861028 -4.241878 0.014 -0.128 0.015 0.03
H 2.461115 0.489287 -5.376439 0.033 0.012 -0.032 0.04
H 3.566827 3.628586 -3.207903 -0.021 0.053 0.050 -0.03
H 3.459552 2.932537 -4.826957 -0.039 0.000 -0.074 0.03
H 4.957905 2.845534 -3.919712 0.080 -0.007 0.005 0.04
```
Positions in Å, forces in eV/Å.

Properties
HOMO   -11.4 eV
Total charge   +1
Energy above the lowest of the compared OMol25 structures with the same formula, charge and spin   65.03 kcal/mol